Entry 1:
ORCA calculation (wB97M-V/def2-TZVPD) on a structure of composition C29H91FGaN2O19P2S2.

## Properties
- Electronic energy: -6202.2895 a.u.
- Strongest force on any atom: 1.4 eV Å⁻¹
- HOMO level: -0.179 Eh
- HOMO-LUMO gap: 6.59 eV
- Total charge: -1

Each line ends with the Mulliken charge.
Positions of all 147 atoms, in Å:
C -0.22 1.46 -6.69  -0.62
C 1.18 0.92 -7.01  -0.56
O 2.05 0.91 -5.85  -0.36
P 2.92 -0.43 -5.75  0.90
O 3.45 -0.86 -7.05  -0.90
C 1.95 -1.74 -4.96  -0.72
C 0.89 -1.22 -3.99  -0.16
C 0.27 -2.37 -3.18  0.33
Ga -0.12 -1.66 -1.31  -0.48
F -1.02 -0.03 -1.57  0.04
C 1.67 -1.40 -0.41  -0.36
C 1.79 -1.69 1.08  -1.17
C 0.83 -0.96 2.00  0.18
S 0.28 0.67 1.50  0.19
C 1.64 1.74 1.56  -0.57
S 3.17 1.33 1.92  -0.22
N 1.28 3.10 1.32  0.23
C 0.50 3.25 0.08  -0.23
C 1.37 3.18 -1.15  -0.95
C 0.68 3.71 2.52  -0.31
C 1.74 4.38 3.39  -1.13
P -1.66 -2.96 -0.07  0.77
N -1.02 -3.86 1.04  -0.92
O -2.79 -1.95 0.57  -0.48
O -2.51 -3.88 -1.15  -0.57
O 4.09 -0.07 -4.72  -0.28
C 4.07 1.21 -4.06  0.35
C 5.21 1.27 -3.07  -1.44
H -0.95 0.68 -6.86  0.21
H -0.45 2.34 -7.26  0.20
H -0.23 1.69 -5.63  0.14
H 1.14 -0.06 -7.47  0.37
H 1.65 1.59 -7.73  0.46
H 2.68 -2.29 -4.37  0.44
H 1.53 -2.33 -5.77  0.18
H 0.13 -0.60 -4.46  0.19
H 1.41 -0.55 -3.29  -0.30
H 1.01 -3.15 -3.06  0.29
H -0.64 -2.73 -3.67  -0.21
H 2.09 -0.43 -0.65  0.20
H 2.33 -2.13 -0.90  0.62
H 2.80 -1.48 1.42  0.49
H 1.63 -2.76 1.26  0.46
H 1.27 -0.84 3.00  -0.14
H -0.08 -1.53 2.14  -0.01
H 0.04 4.24 0.10  0.47
H -0.32 2.54 -0.01  0.00
H 1.82 2.20 -1.26  -0.20
H 2.18 3.91 -1.07  0.38
H 0.80 3.39 -2.04  0.45
H -0.12 4.39 2.25  0.61
H 0.22 2.90 3.09  0.20
H 2.27 3.59 3.92  0.18
H 2.47 4.81 2.71  0.27
H 1.32 5.11 4.06  0.35
H -1.41 -3.61 1.94  0.22
H -2.92 -1.19 -0.02  0.21
H -2.79 -3.27 -1.85  0.33
H 4.16 2.01 -4.78  0.27
H 3.14 1.32 -3.51  0.01
H 5.22 0.41 -2.41  0.33
H 6.16 1.41 -3.58  0.37
H 5.05 2.15 -2.45  0.38
C 2.25 2.68 7.01  -0.47
O 2.29 3.96 6.38  -0.48
H 2.83 2.00 6.40  0.12
H 2.68 2.72 8.01  0.33
H 1.22 2.31 7.07  0.25
H 1.77 4.58 6.91  0.26
C -3.12 -4.27 -4.85  -0.69
O -1.70 -4.30 -4.95  -0.37
H -3.40 -3.23 -4.69  0.25
H -3.58 -4.61 -5.78  0.32
H -3.48 -4.88 -4.02  0.30
H -1.43 -5.21 -5.10  0.21
C -1.61 5.29 -1.97  -0.73
O -1.58 3.87 -2.09  -0.26
H -0.60 5.61 -1.70  0.27
H -1.88 5.76 -2.92  0.26
H -2.31 5.61 -1.20  0.29
H -2.47 3.58 -2.32  0.22
C -3.56 -2.18 3.68  -0.02
O -2.52 -2.89 4.38  -0.55
H -3.47 -1.13 3.94  0.01
H -3.44 -2.29 2.60  0.00
H -4.54 -2.54 3.99  0.32
H -2.60 -3.82 4.14  0.28
C 2.86 -5.85 -2.35  -0.73
O 1.74 -4.98 -2.31  -0.32
H 3.76 -5.24 -2.30  0.22
H 2.86 -6.55 -1.51  0.33
H 2.88 -6.42 -3.29  0.26
H 0.94 -5.53 -2.35  0.19
C 2.22 -0.94 5.72  -0.22
O 1.07 -0.35 6.33  -0.51
H 2.97 -1.08 6.49  -0.05
H 1.97 -1.91 5.29  0.33
H 2.62 -0.29 4.94  0.14
H 0.41 -0.23 5.64  0.30
C -5.86 0.25 5.82  -0.43
O -6.01 -0.34 4.53  -0.48
H -4.81 0.52 5.93  0.12
H -6.46 1.15 5.91  0.22
H -6.13 -0.46 6.60  0.33
H -6.93 -0.57 4.41  0.26
C -4.97 4.26 6.19  -0.74
O -4.17 3.10 6.40  -0.36
H -5.94 4.07 6.66  0.25
H -4.52 5.14 6.65  0.33
H -5.12 4.44 5.13  0.32
H -3.31 3.26 5.99  0.23
C -3.61 3.15 9.44  -0.31
O -3.87 3.99 10.57  -0.54
H -4.46 3.23 8.77  0.04
H -2.71 3.48 8.92  0.22
H -3.50 2.11 9.75  0.29
H -3.12 3.92 11.17  0.29
C -3.03 3.86 -8.10  -0.59
O -2.06 4.08 -7.08  -0.44
H -2.49 3.54 -8.99  0.22
H -3.74 3.09 -7.81  0.29
H -3.57 4.78 -8.33  0.29
H -2.52 4.36 -6.29  0.26
C -3.50 1.19 -0.15  -0.18
O -3.31 0.97 -1.55  -0.59
H -4.57 1.11 0.05  0.34
H -2.97 0.45 0.45  -0.04
H -3.16 2.19 0.14  0.09
H -2.36 1.04 -1.71  0.36
C 4.51 -2.40 8.55  -0.54
O 4.95 -2.37 7.19  -0.49
H 3.43 -2.41 8.54  0.21
H 4.87 -3.30 9.06  0.28
H 4.85 -1.51 9.09  0.27
H 5.91 -2.36 7.19  0.28
C 6.03 -6.46 -4.44  -0.56
O 5.86 -6.38 -3.03  -0.49
H 5.35 -7.22 -4.81  0.22
H 5.79 -5.51 -4.92  0.25
H 7.06 -6.74 -4.70  0.30
H 6.45 -5.70 -2.70  0.29
C -1.80 -2.51 -7.75  -0.55
O -2.18 -1.68 -6.66  -0.47
H -2.58 -2.44 -8.50  0.29
H -0.85 -2.18 -8.19  0.24
H -1.71 -3.55 -7.43  0.20
H -1.49 -1.76 -5.99  0.24



Entry 2:
ORCA calculation (wB97M-V/def2-TZVPD) on a structure of composition C30H32MoNOS2Te.

## Properties
- Electronic energy: -2423.9249 a.u.
- Energy relative to the best compared isomer or geometry (same formula, charge and spin): 18.2 kcal per mole
- Multiplicity: 3
- Expectation value of S²: 2.05
- Strongest force on any atom: 1.7 eV Å⁻¹
- HOMO level (spin up / spin down): -0.626 / -0.626 Eh
- HOMO-LUMO gap (spin up / spin down): 5.74 / 5.80 eV
- Total charge: +3

Each line ends with the Mulliken charge.
Positions of all 68 atoms, in Å:
Mo -0.34 -0.03 0.82  1.32
C -0.92 -1.92 -2.59  -1.60
C 0.38 -2.24 -1.83  0.30
C 0.81 -3.70 -2.05  -1.43
C 0.26 -2.00 -0.35  0.40
C -0.97 -2.24 0.35  -0.05
C -1.02 -2.19 1.75  -1.15
C 0.07 -1.73 2.52  1.29
C -0.03 -1.62 4.01  -1.67
C 1.27 -1.46 1.83  -1.03
C 1.38 -1.67 0.43  -0.69
H -0.71 -1.88 -3.65  0.47
H -1.34 -0.96 -2.28  0.31
H -1.67 -2.70 -2.44  0.41
H 1.17 -1.60 -2.21  0.28
H 0.05 -4.40 -1.68  0.38
H 1.76 -3.92 -1.55  0.40
H 0.94 -3.88 -3.12  0.44
H -1.82 -2.62 -0.20  0.57
H -1.91 -2.56 2.25  0.79
H -0.80 -2.27 4.40  0.41
H -0.26 -0.60 4.31  0.33
H 0.92 -1.88 4.48  0.47
H 2.17 -1.26 2.40  0.86
H 2.36 -1.64 -0.03  0.64
S -2.01 3.99 -0.61  -0.11
C -1.38 2.64 -0.24  0.83
N -0.87 1.56 0.05  -1.15
Te 1.97 1.68 1.23  0.82
C 1.99 3.33 -0.12  0.79
C 1.56 3.25 -1.44  -0.21
C 1.85 4.30 -2.29  -1.01
C 2.54 5.41 -1.83  -0.59
C 2.94 5.49 -0.51  -0.63
C 2.67 4.45 0.37  -0.74
C 3.52 0.63 0.20  0.52
C 3.43 0.43 -1.18  -0.36
C 4.45 -0.24 -1.83  -0.70
C 5.54 -0.72 -1.12  -0.58
C 5.63 -0.52 0.25  -0.70
C 4.61 0.16 0.92  -0.32
H 1.01 2.39 -1.80  0.61
H 1.53 4.25 -3.33  0.47
H 2.78 6.22 -2.51  0.44
H 3.46 6.37 -0.15  0.45
H 2.98 4.51 1.40  0.43
H 2.59 0.82 -1.74  0.27
H 4.40 -0.38 -2.90  0.49
H 6.34 -1.24 -1.63  0.46
H 6.49 -0.87 0.80  0.46
H 4.70 0.34 1.99  0.53
C -4.32 1.09 3.15  -1.13
S -3.33 -0.23 2.47  0.40
O -2.01 0.51 2.06  -0.65
C -4.15 -0.59 0.92  0.76
C -4.56 -1.90 0.70  -0.61
C -5.15 -2.22 -0.51  -0.57
C -5.31 -1.25 -1.49  -0.55
C -4.91 0.06 -1.24  -0.85
C -4.32 0.40 -0.03  -0.16
H -4.38 1.92 2.44  0.37
H -3.85 1.41 4.08  0.47
H -5.30 0.68 3.36  0.45
H -4.47 -2.65 1.48  0.48
H -5.50 -3.23 -0.69  0.48
H -5.78 -1.50 -2.43  0.48
H -5.07 0.83 -1.99  0.47
H -4.04 1.42 0.18  0.28



Entry 3:
ORCA calculation (wB97M-V/def2-TZVPD) on a cluster of 2 separate species, C9H15BN2O6P2 in total.

## Properties
- Electronic energy: -1620.4477 a.u.
- SMILES string: [H]/N=C\CB(P(C)O)P(=O)(O)O.O=[N+]([O-])c1ccccc1
- Strongest force on any atom: 0.6 eV Å⁻¹
- HOMO level: -0.328 Eh
- HOMO-LUMO gap: 7.78 eV
- Total charge: 0

Each line ends with the Mulliken charge.
Positions of all 35 atoms, in Å:
H 1.15 -1.75 2.07  0.29
N 0.42 -2.19 1.50  -0.64
C -0.41 -1.29 1.15  -0.11
C -0.29 0.19 1.52  -0.12
B -1.66 0.92 1.35  0.14
P -2.52 0.94 -0.38  0.00
C -3.96 -0.15 0.03  -0.91
O -3.18 2.47 -0.36  -0.50
P -2.62 1.83 2.77  0.85
O -4.06 1.89 2.47  -0.69
O -2.29 1.12 4.17  -0.53
O -1.93 3.27 2.99  -0.55
H -1.25 -1.60 0.53  0.31
H 0.16 0.28 2.51  0.38
H 0.36 0.63 0.76  0.10
H -4.22 -0.76 -0.84  0.33
H -4.80 0.46 0.35  0.34
H -3.73 -0.82 0.86  0.31
H -3.76 2.60 0.41  0.33
H -3.10 0.68 4.48  0.34
H -1.45 3.56 2.20  0.38
O 2.88 1.54 -0.29  -0.62
N 3.43 1.26 -1.33  1.02
O 4.14 2.01 -1.96  -0.60
C 3.22 -0.10 -1.87  -0.03
C 2.40 -0.96 -1.18  0.02
C 2.18 -2.23 -1.69  -0.36
C 2.79 -2.61 -2.88  -0.48
C 3.62 -1.73 -3.56  -0.40
C 3.84 -0.46 -3.06  -0.50
H 1.94 -0.66 -0.25  0.23
H 1.54 -2.92 -1.15  0.46
H 2.61 -3.60 -3.28  0.39
H 4.09 -2.03 -4.48  0.37
H 4.48 0.24 -3.57  0.46



Entry 4:
ORCA calculation (wB97M-V/def2-TZVPD) on a structure of composition C25H22F4N4O4RuSSe.

## Properties
- Electronic energy: -4779.9009 a.u.
- Energy relative to the best compared isomer or geometry (same formula, charge and spin): 0.0 kcal per mole
- Multiplicity: 2
- Expectation value of S²: 0.75
- Strongest force on any atom: 0.7 eV Å⁻¹
- HOMO level (spin up / spin down): -0.156 / -0.157 Eh
- HOMO-LUMO gap (spin up / spin down): 6.82 / 6.35 eV
- Total charge: -1

Each line ends with the Mulliken charge.
Positions of all 62 atoms, in Å:
Ru 1.17 0.43 -0.18  -0.29
C 0.25 -0.41 -2.83  -1.11
N 1.38 0.34 -2.24  1.01
C 1.45 1.65 -2.90  -1.24
C 2.67 -0.38 -2.47  -1.57
C 3.01 -1.39 -1.38  0.25
N 2.87 -0.70 -0.13  -0.36
C 3.17 -1.28 1.05  0.40
C 2.53 -0.83 2.23  0.45
F 1.60 0.18 2.14  -0.22
C 2.78 -1.33 3.48  -0.05
F 2.11 -0.83 4.53  -0.32
C 3.70 -2.36 3.68  -0.58
C 4.34 -2.82 2.55  0.10
F 5.25 -3.81 2.67  -0.33
C 4.10 -2.31 1.29  0.32
F 4.82 -2.81 0.26  -0.38
H 0.41 -0.57 -3.90  0.42
H -0.66 0.17 -2.68  0.19
H 0.14 -1.37 -2.33  0.27
H 1.54 1.53 -3.99  0.34
H 2.30 2.21 -2.53  0.42
H 0.54 2.21 -2.67  0.11
H 3.46 0.37 -2.48  0.54
H 2.65 -0.89 -3.44  0.34
H 4.02 -1.75 -1.58  0.72
H 1.37 -2.60 -0.75  0.28
H 3.90 -2.76 4.65  0.49
O -0.78 1.34 -0.07  -0.05
C -1.79 0.39 0.35  3.74
C -1.23 -1.08 0.36  -0.51
O -2.01 -1.93 0.77  -0.69
O -0.03 -1.29 -0.01  -0.11
C -2.23 0.81 1.75  -0.70
C -1.81 0.13 2.89  -0.33
C -2.13 0.63 4.15  -1.08
C -2.87 1.79 4.28  -0.40
C -3.29 2.47 3.14  -0.96
C -2.97 1.98 1.89  0.11
C -2.94 0.47 -0.65  -1.03
C -2.95 1.44 -1.65  0.03
C -4.01 1.53 -2.55  -1.03
C -5.08 0.66 -2.45  -0.44
C -5.08 -0.30 -1.45  -0.88
C -4.03 -0.40 -0.55  -0.48
H -0.62 2.01 0.61  0.33
H -1.23 -0.78 2.81  0.47
H -1.79 0.10 5.03  0.42
H -3.12 2.17 5.26  0.39
H -3.87 3.38 3.23  0.39
H -3.31 2.50 1.00  0.42
H -2.12 2.13 -1.74  0.43
H -3.99 2.29 -3.32  0.42
H -5.90 0.72 -3.15  0.40
H -5.92 -0.99 -1.36  0.40
H -4.03 -1.15 0.22  0.47
Se 2.21 2.66 0.49  -0.14
C 2.09 3.96 -0.79  0.17
N 2.02 4.80 -1.59  -0.67
O 3.16 -3.73 -3.42  -0.53
S 2.61 -4.00 -2.07  0.19
N 2.13 -2.58 -1.43  0.04



Entry 5:
ORCA calculation (wB97M-V/def2-TZVPD) on a structure of composition C43H45I2NO5P2SSiV.

## Properties
- Electronic energy: -5006.3850 a.u.
- Energy relative to the best compared isomer or geometry (same formula, charge and spin): 42.9 kcal per mole
- Multiplicity: 3
- Expectation value of S²: 2.05
- Strongest force on any atom: 1.2 eV Å⁻¹
- HOMO level (spin up / spin down): -0.364 / -0.347 Eh
- HOMO-LUMO gap (spin up / spin down): 6.96 / 6.49 eV
- Total charge: +1

Each line ends with the Mulliken charge.
Positions of all 101 atoms, in Å:
V 0.41 1.18 0.00  -0.19
O -0.44 1.90 3.81  -0.70
C -0.15 1.97 2.63  0.17
O 0.16 0.93 1.87  1.05
C -0.13 3.28 1.86  -0.23
C -0.36 4.50 2.46  -0.76
C -0.26 5.65 1.68  -0.68
C 0.05 5.53 0.34  -1.13
C 0.24 4.26 -0.20  -0.64
N 0.16 3.16 0.55  1.22
H -0.60 4.52 3.51  0.61
H -0.43 6.62 2.12  0.51
H 0.13 6.39 -0.30  0.60
H 0.46 4.11 -1.25  0.56
O -1.97 0.00 -0.40  -0.15
P -2.46 -1.19 0.41  1.55
C -1.21 -1.63 1.61  -1.34
P 0.41 -1.90 0.90  1.44
O 0.73 -0.91 -0.22  0.15
C 0.44 -3.55 0.22  0.71
C 0.38 -4.66 1.07  -0.93
C 0.39 -5.94 0.55  -0.80
C 0.45 -6.11 -0.83  -0.62
C 0.52 -5.02 -1.68  -0.60
C 0.51 -3.73 -1.15  -0.19
C 1.59 -1.90 2.24  0.61
C 1.25 -1.54 3.54  -0.36
C 2.22 -1.59 4.54  -0.68
C 3.51 -1.99 4.23  -0.65
C 3.85 -2.34 2.93  -0.79
C 2.89 -2.30 1.93  -0.54
C -2.75 -2.63 -0.61  0.40
C -2.83 -2.46 -1.98  -0.73
C -3.07 -3.55 -2.81  -0.62
C -3.21 -4.82 -2.26  -0.65
C -3.13 -4.99 -0.88  -0.67
C -2.91 -3.91 -0.06  -0.30
C -3.93 -0.88 1.36  0.11
C -3.85 0.00 2.45  -0.18
C -4.98 0.26 3.21  -0.92
C -6.19 -0.34 2.88  -0.52
C -6.28 -1.20 1.80  -0.81
C -5.15 -1.47 1.04  -0.61
H -1.49 -2.50 2.21  0.90
H -1.14 -0.75 2.25  -0.05
H 0.35 -4.52 2.15  0.46
H 0.35 -6.79 1.20  0.45
H 0.46 -7.11 -1.24  0.44
H 0.57 -5.17 -2.75  0.46
H 0.56 -2.87 -1.80  0.13
H 0.26 -1.20 3.78  0.14
H 1.96 -1.30 5.54  0.46
H 4.26 -2.02 5.01  0.40
H 4.86 -2.65 2.70  0.48
H 3.16 -2.57 0.92  0.36
H -2.73 -1.47 -2.39  0.43
H -3.14 -3.42 -3.88  0.42
H -3.39 -5.67 -2.90  0.42
H -3.24 -5.98 -0.46  0.44
H -2.87 -4.05 1.02  0.37
H -2.92 0.49 2.71  0.31
H -4.91 0.94 4.05  0.48
H -7.07 -0.13 3.48  0.40
H -7.22 -1.66 1.54  0.43
H -5.22 -2.13 0.19  0.43
I -3.25 2.52 -0.46  0.30
I -4.10 5.02 -0.13  -0.16
C 3.36 1.51 2.07  -0.92
Si 2.89 1.58 0.26  1.43
C 3.92 0.34 -0.71  -1.17
C 3.33 3.29 -0.38  0.16
C 3.75 4.33 0.45  -0.30
C 4.00 5.61 -0.04  -0.70
C 3.83 5.87 -1.39  -0.55
C 3.42 4.86 -2.24  -0.52
C 3.17 3.59 -1.74  -0.30
H 4.41 1.76 2.21  0.60
H 3.18 0.52 2.48  -0.28
H 2.77 2.21 2.66  0.26
H 4.83 0.07 -0.16  0.41
H 4.25 0.77 -1.66  0.43
H 3.37 -0.57 -0.91  0.06
H 3.90 4.14 1.51  0.35
H 4.32 6.39 0.63  0.43
H 4.02 6.86 -1.78  0.40
H 3.30 5.05 -3.30  0.42
H 2.83 2.82 -2.42  0.20
O 0.24 1.41 -1.97  -1.11
S -0.12 0.16 -2.87  1.38
C 1.14 0.27 -4.17  -0.65
C 0.46 0.76 -5.44  -0.68
C -0.71 1.63 -4.99  -0.58
C -1.41 0.80 -3.92  -0.86
H 1.64 -0.70 -4.25  0.44
H 1.86 0.99 -3.77  -0.04
H 0.09 -0.09 -6.02  0.32
H 1.16 1.30 -6.07  0.40
H -1.39 1.89 -5.80  0.48
H -0.35 2.56 -4.54  0.18
H -1.90 -0.07 -4.35  0.44
H -2.11 1.33 -3.28  0.22



Entry 6:
ORCA calculation (wB97M-V/def2-TZVPD) on a structure of composition C26H25FN5O5SV.

## Properties
- Electronic energy: -3097.8046 a.u.
- Energy relative to the best compared isomer or geometry (same formula, charge and spin): 43.3 kcal per mole
- Multiplicity: 3
- Expectation value of S²: 2.01
- Strongest force on any atom: 3.5 eV Å⁻¹
- HOMO level (spin up / spin down): -0.284 / -0.299 Eh
- HOMO-LUMO gap (spin up / spin down): 7.66 / 8.01 eV
- Total charge: 0

Each line ends with the Mulliken charge.
Positions of all 64 atoms, in Å:
V 2.16 -11.83 -15.00  -0.20
O 4.68 -10.59 -9.42  -0.55
C 5.93 -10.48 -9.88  0.47
O 6.85 -10.26 -9.14  -0.60
C 6.19 -10.75 -11.35  0.14
C 7.50 -10.74 -11.96  -0.65
N 7.28 -10.85 -13.30  -0.03
N 5.98 -10.76 -13.69  -0.40
C 5.29 -10.65 -12.49  0.02
C 3.82 -10.67 -12.57  1.22
O 3.06 -10.54 -11.56  -0.94
O 3.29 -10.75 -13.76  -0.74
H 4.03 -10.45 -10.20  0.45
H 8.48 -10.53 -11.49  0.46
H 8.06 -10.87 -14.01  0.24
S -1.56 -11.97 -17.48  -0.27
C -0.27 -12.35 -18.52  -0.57
C 1.01 -12.08 -18.02  -0.47
C 0.96 -11.77 -16.63  -0.13
C -0.39 -11.72 -16.18  0.19
C -0.73 -11.33 -14.83  1.31
C -2.04 -11.24 -14.33  -0.87
C -2.19 -10.88 -12.95  -0.45
C -1.05 -10.60 -12.19  -0.89
C 0.21 -10.69 -12.74  -0.37
N 0.34 -11.11 -14.05  0.27
H -0.44 -12.61 -19.53  0.51
H 1.91 -12.03 -18.64  0.37
H -2.89 -11.45 -14.97  0.38
H -3.20 -10.75 -12.60  0.44
H -1.12 -10.36 -11.11  0.41
H 1.14 -10.54 -12.21  0.64
F 7.44 -12.46 -17.96  -0.35
C 6.14 -12.47 -17.46  0.37
C 5.81 -13.49 -16.57  -0.86
C 4.70 -13.29 -15.76  -0.23
C 3.79 -12.31 -16.05  1.29
C 4.00 -11.44 -17.15  -0.70
C 5.21 -11.50 -17.86  -0.92
H 6.49 -14.31 -16.37  0.40
H 4.49 -13.90 -14.85  0.29
H 3.25 -10.70 -17.42  0.65
H 5.38 -10.77 -18.63  0.46
C 2.09 -13.97 -11.25  -0.87
N 1.58 -14.94 -12.20  0.21
C 1.29 -16.28 -11.69  -0.61
C 0.48 -17.00 -12.72  -0.70
C 1.17 -17.10 -14.05  -0.72
N 1.56 -15.75 -14.42  0.24
C 1.94 -15.68 -15.83  -0.97
C 1.81 -14.75 -13.53  0.14
O 2.06 -13.55 -13.98  -0.34
H 1.97 -14.48 -10.26  0.44
H 1.49 -13.03 -11.24  0.15
H 3.17 -13.69 -11.34  0.27
H 0.60 -16.08 -10.80  0.39
H 2.28 -16.72 -11.33  0.32
H -0.50 -16.51 -12.79  0.30
H 0.41 -18.06 -12.40  0.35
H 0.53 -17.53 -14.84  0.42
H 2.11 -17.69 -14.01  0.35
H 2.29 -16.63 -16.26  0.43
H 2.77 -14.93 -15.96  0.13
H 1.11 -15.35 -16.48  0.28